1.
The following is a quantum chemistry calculation of C7H10 in the gas phase, from OMol25.

Geometry (Å):
C -2.14807 -0.68526 0.10849
C -1.71903 0.50174 -0.31130
C -0.41289 1.12741 0.08776
C 0.33980 0.29239 1.15070
C 1.04907 -0.42127 0.01887
C 2.11337 -1.20168 -0.01297
C 0.56578 0.57194 -1.01323
H -1.76198 -1.16510 1.00257
H -2.89271 -1.24092 -0.44754
H -2.20571 0.96988 -1.16795
H -0.47046 2.21105 0.24857
H -0.26551 -0.29283 1.84790
H 1.06231 0.87086 1.73177
H 2.57332 -1.53073 0.91028
H 2.61002 -1.40986 -0.95656
H 1.48018 1.12195 -1.24494
H 0.08251 0.28044 -1.95241

The calculation puts the gap between HOMO and LUMO at 10.33 eV. For the largest force on an atom, the calculation gives 0.810 eV Å⁻¹. As for the spin multiplicity: 1. As for the HOMO energy: -9.25 eV. The value obtained for the energy above the lowest of the compared OMol25 structures with the same formula, charge and spin is 233.2 kJ/mol. As for the electronic energy: -7418.618 eV. As for the SMILES: C=CC1CC(=C)C1.

Population analysis type natural (NBO), resulting atomic charges in e: -0.411, -0.166, -0.251, -0.451, 0.046, -0.413, -0.438, 0.191, 0.202, 0.199, 0.216, 0.216, 0.221, 0.198, 0.199, 0.221, 0.220

***

2.
The following is a quantum chemistry calculation of C7H10 in the gas phase, from OMol25.

Geometry (Å):
C -1.95819 0.29626 0.02957
C -1.18447 -0.96614 -0.35882
C 0.34493 -0.84162 -0.18851
C 1.02469 0.37986 -0.85575
C 1.75278 0.98728 0.29676
C 1.56542 0.29090 1.44300
C 0.69463 -0.85776 1.27743
H -1.78632 1.11973 -0.67389
H -3.03507 0.09742 0.03711
H -1.67076 0.63611 1.03088
H -1.43443 -1.24790 -1.38715
H 0.78191 -1.77129 -0.58731
H 0.31524 1.09638 -1.28903
H 1.72387 0.11714 -1.66179
H 2.36401 1.88593 0.20273
H 2.00278 0.56914 2.39928
H -1.50103 -1.79144 0.28547

The calculation puts the gap between HOMO and LUMO at 7.75 eV. For the largest force on an atom, the calculation gives 0.505 eV Å⁻¹. As for the spin multiplicity: 1. As for the HOMO energy: -8.08 eV. The value obtained for the energy above the lowest of the compared OMol25 structures with the same formula, charge and spin is 334.8 kJ/mol. As for the electronic energy: -7417.564 eV.

Population analysis type natural (NBO), resulting atomic charges in e: -0.616, -0.376, -0.387, -0.496, 0.001, -0.404, 0.082, 0.194, 0.216, 0.210, 0.198, 0.258, 0.235, 0.235, 0.208, 0.216, 0.224

***

3.
The following is a quantum chemistry calculation of C7H10 in the gas phase at a distorted geometry, from OMol25.

Geometry (Å):
C -1.13634 1.71334 0.07907
C -0.29699 0.45996 -0.07065
C -0.13431 -0.21787 -1.45316
C 0.70675 -1.22777 -1.14112
C 0.94141 -1.13896 0.33115
C 1.19766 0.39126 0.38861
C -0.49888 -0.78948 0.84447
H -0.76318 2.51085 -0.57337
H -2.17981 1.52042 -0.19879
H -1.12342 2.08227 1.11310
H -0.78973 -0.96500 -1.91074
H 1.04181 -1.97843 -1.85207
H 1.55973 -1.89608 0.80770
H 1.95619 0.78691 -0.29620
H 1.35577 0.75690 1.40520
H -1.32359 -1.47634 0.61372
H -0.51307 -0.53198 1.91308

The calculation puts the gap between HOMO and LUMO at 9.62 eV. For the largest force on an atom, the calculation gives 2.510 eV Å⁻¹. As for the spin multiplicity: 1. As for the HOMO energy: -8.59 eV. The value obtained for the energy above the lowest of the compared OMol25 structures with the same formula, charge and spin is 334.5 kJ/mol. As for the electronic energy: -7417.568 eV. As for the SMILES: C[C@]12C=C[C@H](C1)C2.

Population analysis type natural (NBO), resulting atomic charges in e: -0.608, -0.070, -0.325, -0.102, -0.283, -0.373, -0.369, 0.218, 0.214, 0.207, 0.251, 0.212, 0.214, 0.210, 0.206, 0.200, 0.199

***

4.
The following is a quantum chemistry calculation of C7H10 in the gas phase, from OMol25.

Geometry (Å):
C -1.41390 1.05869 -0.50451
C -1.61749 -0.22703 -0.22607
C -0.33546 -1.01092 -0.23366
C 0.31470 -1.16782 1.16976
C 1.38990 -0.12337 0.78068
C 0.75490 0.03862 -0.62344
C 0.01468 1.36602 -0.89059
H -2.18447 1.82195 -0.46696
H -2.58742 -0.66476 0.00670
H -0.38511 -1.93072 -0.82456
H 0.70317 -2.16564 1.39623
H -0.34585 -0.85879 1.98560
H 1.38584 0.79134 1.38447
H 2.40833 -0.52437 0.76904
H 1.41719 -0.24684 -1.44809
H 0.44393 2.20452 -0.32001
H 0.03706 1.63911 -1.95460

The calculation puts the gap between HOMO and LUMO at 10.24 eV. For the largest force on an atom, the calculation gives 0.267 eV Å⁻¹. As for the spin multiplicity: 1. As for the HOMO energy: -9.01 eV. The value obtained for the energy above the lowest of the compared OMol25 structures with the same formula, charge and spin is 101.2 kJ/mol. As for the electronic energy: -7419.986 eV. As for the SMILES: C1=C[C@@H]2CC[C@@H]2C1.

Population analysis type natural (NBO), resulting atomic charges in e: -0.185, -0.194, -0.253, -0.395, -0.401, -0.207, -0.441, 0.207, 0.211, 0.210, 0.204, 0.205, 0.201, 0.207, 0.210, 0.209, 0.211

***

5.
The following is a quantum chemistry calculation of a molecular structure, C7H10, from OMol25.

Geometry (Å):
C -2.15470 1.71211 0.38373
C -0.05593 -0.59446 0.46663
C 1.17929 0.27193 0.71589
C 1.56128 -0.29274 -0.70261
C 0.91066 -1.79051 -0.78719
C 0.32617 -1.91899 0.55931
C 0.14470 -0.53683 -1.05003
H -1.90646 2.21983 1.31924
H -1.44190 2.01109 -0.39094
H -3.16781 1.97544 0.07318
H 1.80135 0.02487 1.58034
H 1.03627 1.35657 0.63290
H 2.32084 0.11355 -1.37610
H 1.27658 -2.52041 -1.50789
H 0.70854 -2.41838 1.44808
H -2.07934 0.63402 0.53510
H -0.45952 -0.24709 -1.89963

The calculation puts the gap between HOMO and LUMO at 8.53 eV. For the largest force on an atom, the calculation gives 0.447 eV Å⁻¹. As for the spin multiplicity: 1. As for the HOMO energy: -8.13 eV. The value obtained for the energy above the lowest of the compared OMol25 structures with the same formula, charge and spin is 587.6 kJ/mol. As for the electronic energy: -7414.945 eV.

Population analysis type natural (NBO), resulting atomic charges in e: -0.853, -0.007, -0.406, -0.185, -0.245, -0.166, -0.280, 0.211, 0.204, 0.211, 0.206, 0.214, 0.211, 0.218, 0.190, 0.229, 0.246

***

6.
The following is a quantum chemistry calculation of C7H10 in the gas phase at a distorted geometry, from OMol25.

Geometry (Å):
C 0.38373 1.49496 2.03954
C 0.38145 0.91146 0.82998
C 1.24684 0.82274 -0.48388
C 0.29053 0.05347 -1.07500
C 0.33980 -0.89007 -2.24234
C -0.69724 0.21202 0.07160
C -1.01176 -1.03441 0.83729
H -0.46806 1.37535 2.79546
H 1.19967 2.10621 2.40654
H 2.25364 1.20362 -0.75684
H 0.55408 -1.76248 -1.58306
H 0.94203 -0.60008 -3.02410
H -0.66680 -1.04443 -2.67934
H -1.55393 0.87642 -0.10284
H -1.99311 -0.80929 1.06163
H -0.25617 -1.01465 1.66942
H -0.94472 -1.90083 0.23594

The calculation puts the gap between HOMO and LUMO at 9.42 eV. For the largest force on an atom, the calculation gives 4.341 eV Å⁻¹. As for the spin multiplicity: 1. As for the HOMO energy: -8.42 eV. The value obtained for the energy above the lowest of the compared OMol25 structures with the same formula, charge and spin is 316.9 kJ/mol. As for the electronic energy: -7417.750 eV. As for the SMILES: C=C1C=C(C)[C@H]1C.

Population analysis type natural (NBO), resulting atomic charges in e: -0.464, 0.044, -0.262, 0.092, -0.661, -0.294, -0.624, 0.202, 0.206, 0.213, 0.242, 0.231, 0.217, 0.211, 0.218, 0.229, 0.201

***

7.
The following is a quantum chemistry calculation of C7H10 in the gas phase at a distorted geometry, from OMol25.

Geometry (Å):
C -3.12852 -0.60085 0.46232
C -1.93535 0.07726 0.72788
C -0.81688 -0.03444 -0.27815
C -0.90530 -0.65620 -1.50340
C 0.42871 0.69784 -0.02253
C 1.64664 0.21144 -0.33440
C 2.98267 0.62845 0.44721
H -3.95253 -0.73507 1.17290
H -3.22393 -1.35164 -0.38948
H -1.73887 0.51841 1.73473
H -1.55976 -1.47096 -1.69231
H -0.08532 -0.38743 -2.07494
H 0.43539 1.74142 0.60819
H 1.83229 -0.80486 -0.85718
H 3.26951 -0.18066 1.14065
H 3.90407 0.79132 -0.20994
H 2.84719 1.55598 1.06846

The calculation puts the gap between HOMO and LUMO at 8.57 eV. For the largest force on an atom, the calculation gives 3.735 eV Å⁻¹. As for the spin multiplicity: 1. As for the HOMO energy: -8.29 eV. The value obtained for the energy above the lowest of the compared OMol25 structures with the same formula, charge and spin is 312.5 kJ/mol. As for the electronic energy: -7417.796 eV. As for the SMILES: C=CC(=C)/C=C/C.

Population analysis type natural (NBO), resulting atomic charges in e: -0.355, -0.224, -0.075, -0.378, -0.236, -0.157, -0.643, 0.200, 0.193, 0.221, 0.198, 0.199, 0.207, 0.204, 0.219, 0.215, 0.210

***

8.
The following is a quantum chemistry calculation of C7H10 in the gas phase, from OMol25.

Geometry (Å):
C 1.12959 1.48925 0.42520
C 0.47436 1.29656 -0.91656
C 0.05389 0.46820 0.25094
C -1.30279 0.42577 0.93188
C -1.20679 -1.07618 1.17010
C -0.12459 -1.88962 -0.81049
C 0.13936 -1.04476 0.44704
H 0.91465 2.39468 0.98534
H 2.14818 1.13014 0.53896
H -0.21864 2.05719 -1.26451
H 1.06460 0.83974 -1.70560
H -1.31164 0.87571 1.93817
H -2.19295 0.80328 0.41415
H -1.15622 -1.79413 -1.16071
H 0.52928 -1.57751 -1.62774
H 0.05115 -2.94489 -0.58978
H 1.00854 -1.45342 0.97362

The calculation puts the gap between HOMO and LUMO at 8.45 eV. For the largest force on an atom, the calculation gives 0.301 eV Å⁻¹. As for the spin multiplicity: 1. As for the HOMO energy: -8.29 eV. The value obtained for the energy above the lowest of the compared OMol25 structures with the same formula, charge and spin is 492.8 kJ/mol. As for the electronic energy: -7415.927 eV.

Population analysis type natural (NBO), resulting atomic charges in e: -0.408, -0.414, -0.086, -0.587, 0.207, -0.587, -0.385, 0.214, 0.214, 0.215, 0.214, 0.263, 0.247, 0.215, 0.217, 0.225, 0.236

***

9.
The following is a quantum chemistry calculation of 2 unconnected molecules or ions with the total composition C7H10BNO at a distorted geometry, from OMol25.

Geometry (Å):
C -2.69413 -0.89968 -0.76778
C -2.48347 0.32736 -0.25663
C -1.49488 0.55467 0.68928
C -0.50897 -0.34049 0.89365
C -0.71840 -1.63970 0.37108
C -1.91863 -1.96421 -0.26491
H -3.50729 -1.01288 -1.35168
H -3.15113 1.03957 -0.58793
H -1.43281 1.43263 1.22097
H 0.30398 0.03812 1.49700
H 0.07628 -2.46298 0.62020
H -2.09869 -3.06343 -0.45310
C 2.16861 1.81303 -0.44395
N 2.52675 0.48209 -0.19655
B 3.06762 -0.63791 -0.29546
O 3.58197 -1.85222 0.02737
H 2.81403 2.49200 -0.94829
H 1.15557 1.74473 -0.91859
H 1.90422 2.41283 0.54610
H 3.75558 -2.03008 0.93268

The calculation puts the gap between HOMO and LUMO at 9.40 eV. For the largest force on an atom, the calculation gives 4.264 eV Å⁻¹. As for the spin multiplicity: 1. As for the HOMO energy: -9.11 eV. The value obtained for the energy above the lowest of the compared OMol25 structures with the same formula, charge and spin is 137.0 kJ/mol. As for the electronic energy: -11634.560 eV. As for the SMILES: c1ccccc1.C/N=B/O.

Population analysis type natural (NBO), resulting atomic charges in e: -0.212, -0.213, -0.202, -0.218, -0.211, -0.214, 0.205, 0.205, 0.201, 0.226, 0.213, 0.218, -0.401, -0.869, 1.086, -0.905, 0.199, 0.203, 0.178, 0.513

***

10.
The following is a quantum chemistry calculation of a gas-phase ion, C7H10BO4 (charge -1) at a distorted geometry, from OMol25.

Geometry (Å):
C 0.53307 -1.72602 0.59559
C 0.09738 -0.50053 0.59959
C -1.72826 -0.11731 0.49560
C -2.39117 -1.16643 -0.44354
B -1.44608 1.37846 0.19196
O -2.39323 2.25171 -0.14827
O -0.20601 1.79833 0.05794
C 0.81532 0.79478 0.48743
C 1.82411 0.78443 -0.61249
C 3.12198 -0.06929 -0.10241
O 3.59019 0.30040 0.95883
O 3.68653 -0.78323 -0.96639
H 1.60183 -1.96730 0.56992
H -0.16694 -2.55674 0.34893
H -2.40525 -0.10363 1.43894
H -1.84426 -1.32164 -1.38254
H -3.41826 -0.90218 -0.49402
H -2.33912 -2.23208 -0.05229
H -1.91007 3.02518 -0.47398
H 1.32049 1.07233 1.37735
H 2.27780 1.68074 -0.94303
H 1.37995 0.36000 -1.50312

The calculation puts the gap between HOMO and LUMO at 7.04 eV. For the largest force on an atom, the calculation gives 4.529 eV Å⁻¹. As for the spin multiplicity: 1. The total charge is -1. As for the HOMO energy: -4.17 eV. The value obtained for the energy above the lowest of the compared OMol25 structures with the same formula, charge and spin is 0.0 kJ/mol. As for the electronic energy: -16289.627 eV. As for the SMILES: C=C1[C@H](C)B(O)O[C@@H]1CC(=O)[O-].

Population analysis type natural (NBO), resulting atomic charges in e: -0.447, 0.065, -0.553, -0.605, 1.056, -0.879, -0.703, 0.008, -0.531, 0.765, -0.769, -0.788, 0.239, 0.189, 0.216, 0.214, 0.206, 0.193, 0.484, 0.228, 0.217, 0.194

***

11.
The following is a quantum chemistry calculation of a molecular structure, C7H10BeIN at a distorted geometry, from OMol25.

Geometry (Å):
C -1.55817 0.37728 -1.01429
C -1.93428 -0.22997 0.20778
C -1.41518 -1.54534 0.24244
C -0.69724 -1.78116 -0.97850
C -0.75197 -0.55485 -1.76134
Be 0.88874 -0.63998 -0.68240
N 1.30236 0.86438 -0.35901
C 1.52385 1.56753 0.88123
C 0.76056 1.11262 2.02810
H -1.56972 -2.28111 1.03137
H -2.59226 0.20363 0.96127
H -0.42122 -2.76347 -1.35657
H -0.47208 -0.48323 -2.81448
H -1.86888 1.36634 -1.34508
H -0.07342 1.70040 2.37465
H 1.39123 2.65729 0.73543
H 1.54748 1.44559 -1.15430
H 0.97581 0.13524 2.44011
H 2.53569 1.30699 1.27777
I 2.42869 -2.45819 -0.71418

The calculation puts the gap between HOMO and LUMO (spin up / spin down) at 2.18 / 2.18 eV. For the largest force on an atom, the calculation gives 1.814 eV Å⁻¹. As for the spin multiplicity: 1. The total charge is -2. As for the HOMO energy (spin up / spin down): 2.75 / 2.75 eV. As for the electronic energy: -17410.900 eV.

Population analysis type natural (NBO), resulting atomic charges in e: -0.263, -0.288, -0.323, -0.522, -0.561, 1.517, -1.360, -0.277, -0.977, 0.192, 0.191, 0.228, 0.212, 0.186, 0.135, 0.128, 0.318, 0.150, 0.119, -0.806

***

12.
The following is a quantum chemistry calculation of 2 unconnected molecules or ions with the total composition C7H10Br2 at a distorted geometry, from OMol25.

Geometry (Å):
C 0.15144 2.04571 2.17711
C -0.53824 1.29896 1.28900
C -0.04467 0.85643 0.06973
C -0.64362 -0.14010 -0.54609
C 2.38821 -1.59389 -0.94951
C -0.03168 -0.71198 -1.68358
C -1.83319 -0.95618 0.07209
Br 2.25169 -1.07290 0.87851
Br 3.40698 -0.37171 -2.08239
H -0.03456 2.27174 3.20109
H 0.99076 2.57877 1.70328
H -1.43777 0.73068 1.60768
H 0.85287 1.27330 -0.35120
H 0.51161 0.00194 -2.32933
H -0.65716 -1.29338 -2.37936
H 0.87575 -1.45049 -1.39235
H -2.20718 -1.73372 -0.59664
H -2.50886 -0.17328 0.42325
H -1.49238 -1.55988 0.88872

The calculation puts the gap between HOMO and LUMO (spin up / spin down) at 6.99 / 6.99 eV. For the largest force on an atom, the calculation gives 4.235 eV Å⁻¹. As for the spin multiplicity: 1. As for the HOMO energy (spin up / spin down): -8.17 / -8.17 eV. The value obtained for the energy above the lowest of the compared OMol25 structures with the same formula, charge and spin is 260.4 kJ/mol. As for the electronic energy: -147500.789 eV.

Population analysis type natural (NBO), resulting atomic charges in e: -0.365, -0.215, -0.235, 0.027, -0.296, -0.560, -0.655, 0.125, 0.040, 0.207, 0.182, 0.196, 0.213, 0.225, 0.230, 0.211, 0.224, 0.224, 0.223